[1]
Here is a structure of composition C34H50N3OP2SV from the Open Molecules 2025 dataset. Energies are from the ωB97M-V functional and the def2-TZVPD basis.

Each line ends with the Löwdin spin population.
Atoms and positions in Å:
C1 2.887 -0.942 -0.127  0.004
C2 2.647 0.639 -1.843  0.006
C3 4.246 -1.044 -0.354  0.002
C4 4.004 0.425 -2.220  0.002
C5 4.823 -0.339 -1.401  0.003
H1 4.831 -1.691 0.300  0.000
H2 4.385 1.022 -3.060  0.000
H3 5.879 -0.431 -1.612  0.000
N1 2.074 -0.120 -0.826  0.004
P1 0.569 -2.186 1.040  0.010
P2 0.360 2.185 -1.590  -0.015
C6 2.358 -1.741 1.063  0.013
H4 2.947 -2.669 1.187  0.002
H5 2.562 -1.166 1.984  0.000
C7 -1.660 -0.200 0.551  0.180
O1 -2.730 -0.321 1.042  0.166
C8 1.865 1.689 -2.379  0.029
H6 1.918 1.843 -3.475  0.001
C9 -1.375 2.485 -2.661  0.004
C10 1.187 3.855 -1.233  -0.005
C11 0.587 -3.894 0.166  0.001
C12 0.210 -2.455 2.905  -0.002
C13 -2.536 1.553 -2.283  0.007
H7 -2.863 1.687 -1.243  0.002
H8 -3.403 1.804 -2.927  0.000
H9 -2.290 0.496 -2.443  0.002
C14 -1.874 3.914 -2.424  0.000
H10 -2.101 4.060 -1.359  0.000
H11 -1.170 4.686 -2.756  0.000
H12 -2.820 4.084 -2.964  0.000
C15 -0.990 2.187 -4.109  0.000
H13 -1.893 2.150 -4.745  0.000
H14 -0.297 2.928 -4.532  0.000
H15 -0.529 1.190 -4.187  0.000
C16 0.411 4.778 -0.296  0.000
H16 0.165 4.271 0.649  0.000
H17 1.076 5.627 -0.055  0.000
H18 -0.497 5.206 -0.733  0.000
C17 2.517 3.568 -0.515  0.001
H19 2.359 2.985 0.400  0.000
H20 3.219 3.031 -1.154  0.000
H21 2.990 4.521 -0.246  0.000
C18 1.490 4.506 -2.602  -0.002
H22 1.356 3.837 -3.458  0.000
H23 0.911 5.418 -2.789  0.000
H24 2.550 4.784 -2.617  0.000
C19 -1.224 -2.982 3.061  0.000
H25 -1.473 -3.009 4.135  0.000
H26 -1.957 -2.330 2.569  0.000
H27 -1.343 -4.005 2.681  0.000
C20 0.333 -1.129 3.667  0.001
H28 1.334 -0.688 3.593  0.000
H29 -0.393 -0.383 3.334  0.000
H30 0.153 -1.327 4.737  0.000
C21 1.176 -3.423 3.611  -0.001
H31 0.901 -3.444 4.680  0.000
H32 1.102 -4.456 3.260  0.000
H33 2.223 -3.098 3.539  0.000
C22 1.379 -3.807 -1.162  0.000
H34 1.133 -4.724 -1.731  0.000
H35 1.111 -2.929 -1.769  0.000
H36 2.472 -3.824 -1.006  0.000
C23 -0.876 -4.222 -0.170  0.000
H37 -1.358 -3.391 -0.698  0.000
H38 -0.897 -5.099 -0.834  0.000
H39 -1.461 -4.469 0.720  0.000
C24 1.246 -5.054 0.935  0.000
H40 2.253 -4.800 1.296  0.000
H41 0.627 -5.429 1.757  0.000
H42 1.370 -5.897 0.235  0.000
V1 0.029 -0.061 -0.193  2.479
N2 -0.771 -1.356 -1.828  0.004
C25 -1.034 -1.885 -2.868  0.046
C26 -0.798 -1.934 -4.306  0.003
C27 -1.646 -2.723 -5.108  0.006
C28 0.310 -1.284 -4.951  0.006
C29 -1.217 -3.144 -6.379  -0.001
H43 -2.558 -3.056 -4.644  0.000
C30 0.694 -1.681 -6.241  -0.001
H44 0.942 -0.497 -4.497  0.000
C31 -0.040 -2.637 -6.946  0.005
H45 -1.826 -3.887 -6.872  0.000
H46 1.590 -1.277 -6.745  0.000
H47 0.250 -2.998 -7.939  0.000
S1 1.489 2.929 3.300  0.006
C32 -0.256 3.009 3.112  -0.002
C33 -0.664 2.136 2.124  0.005
N3 0.357 1.369 1.547  0.011
C34 1.549 1.693 2.114  0.016
H48 -0.902 3.639 3.698  0.000
H49 -1.680 2.035 1.792  0.001
H50 2.500 1.252 1.836  0.000

Cartesian forces (eV/Å) of the 3 atoms listed first:
0.758 -0.306 0.537
-1.654 0.507 -0.253
-0.366 -0.594 0.900

E_HOMO (alpha / beta) in eV: -8.6742 / -8.6523
Net charge: +1
2S+1: 4
M in g/mol: 661.75
E_tot in eV: -97680.99923
Lowest unoccupied orbital energy (alpha / beta) in eV: -2.806 / -3.178
Maximum force in Eh/bohr: 0.158
Frontier orbital gap (alpha / beta) in eV: 5.87 / 5.47
⟨S²⟩: 3.77

[2]
Here is a structure of composition C34H51AsBrF6GaGe3 from the Open Molecules 2025 dataset. Energies are from the ωB97M-V functional and the def2-TZVPD basis.

Each line ends with the Löwdin spin population.
Atoms and positions in Å:
Ga1 0.580 2.065 -0.624  0.034
C1 -0.954 3.968 3.567  0.000
C2 -0.383 3.653 2.179  -0.003
Ge1 0.188 1.775 1.934  0.028
C3 -1.113 0.272 2.058  0.015
C4 -1.978 0.384 3.315  0.002
C5 1.870 1.505 2.891  0.276
C6 2.817 0.490 2.993  0.075
Ge2 3.214 -0.914 1.614  0.003
C7 2.877 -2.799 2.027  0.004
C8 4.162 -3.631 2.037  0.002
C9 4.347 -0.202 0.175  -0.004
C10 5.833 -0.048 0.506  0.000
C11 3.721 0.440 4.092  0.121
C12 3.450 1.128 5.328  0.086
C13 4.322 1.049 6.372  0.014
C14 5.500 0.292 6.247  0.193
C15 5.791 -0.407 5.055  0.031
C16 4.915 -0.343 4.012  0.064
H1 -1.135 5.038 3.662  0.000
H2 -0.262 3.688 4.365  0.000
H3 -1.901 3.462 3.745  0.000
H4 0.513 4.255 2.006  0.000
H5 -1.107 3.909 1.403  0.000
H6 -0.522 -0.646 2.078  0.000
H7 -1.723 0.252 1.158  0.000
H8 -1.379 0.401 4.226  0.000
H9 -2.641 -0.479 3.385  0.001
H10 -2.603 1.275 3.303  0.000
H11 2.014 2.324 3.596  0.012
H12 2.194 -3.155 1.254  0.000
H13 2.362 -2.840 2.989  0.000
H14 4.665 -3.606 1.071  0.000
H15 3.916 -4.671 2.248  0.001
H16 4.863 -3.307 2.808  0.000
H17 3.910 0.774 -0.060  0.000
H18 4.210 -0.859 -0.683  0.000
H19 6.001 0.607 1.364  0.000
H20 6.351 0.394 -0.343  0.000
H21 6.305 -1.011 0.706  0.000
H22 2.538 1.693 5.446  0.003
H23 4.107 1.562 7.299  -0.002
H24 6.191 0.238 7.079  0.008
H25 6.699 -0.986 4.972  -0.001
H26 5.190 -0.877 3.108  0.001
Br1 1.924 4.323 -0.523  0.003
C17 1.670 4.553 -2.421  0.001
C18 2.344 5.562 -3.039  0.000
C19 2.136 5.768 -4.417  0.000
C20 1.272 4.967 -5.103  0.000
C21 0.579 3.913 -4.457  0.001
C22 -0.318 3.092 -5.174  -0.001
C23 -0.991 2.075 -4.559  0.001
C24 -0.770 1.817 -3.197  0.001
C25 0.081 2.596 -2.440  0.019
C26 0.772 3.675 -3.068  0.003
H27 3.018 6.203 -2.489  0.000
H28 2.663 6.569 -4.915  0.000
H29 1.097 5.128 -6.158  0.000
H30 -0.452 3.276 -6.231  0.000
H31 -1.675 1.456 -5.122  0.000
H32 -1.266 0.961 -2.744  0.000
C27 -3.914 -6.069 -1.711  0.000
C28 -2.771 -5.471 -2.519  0.000
C29 -3.023 -4.019 -2.930  0.000
C30 -2.834 -3.056 -1.749  0.000
Ge3 -3.418 -1.267 -2.212  0.000
C31 -4.133 0.151 -1.056  0.000
C32 -5.591 0.164 -1.557  0.000
C33 -6.092 -1.273 -1.657  0.000
C34 -7.517 -1.417 -2.163  0.000
H33 -3.713 -7.111 -1.467  0.000
H34 -4.847 -6.040 -2.275  0.000
H35 -4.073 -5.545 -0.766  0.000
H36 -2.615 -6.060 -3.423  0.000
H37 -1.837 -5.524 -1.950  0.000
H38 -4.043 -3.938 -3.323  0.000
H39 -2.347 -3.733 -3.739  0.000
H40 -1.788 -3.012 -1.441  0.000
H41 -3.415 -3.356 -0.873  0.000
H42 -3.456 -0.923 -3.708  0.000
H43 -3.624 1.105 -1.179  0.000
H44 -4.058 -0.170 -0.016  0.000
H45 -5.631 0.622 -2.549  0.000
H46 -6.230 0.761 -0.907  0.000
H47 -5.964 -1.781 -0.697  0.000
H48 -5.441 -1.846 -2.392  0.000
H49 -8.196 -0.953 -1.447  0.000
H50 -7.803 -2.461 -2.268  0.000
H51 -7.647 -0.924 -3.126  0.000
F1 -0.597 -0.375 -0.867  0.003
As1 0.852 -1.353 -1.048  0.001
F2 1.491 -0.552 0.552  0.001
F3 1.565 0.075 -1.753  0.002
F4 2.331 -2.196 -1.091  0.000
F5 0.279 -1.949 -2.529  0.000
F6 0.104 -2.547 -0.074  0.000

Cartesian forces (eV/Å) of the 3 atoms listed first:
-0.286 0.461 0.447
0.011 0.092 -0.037
0.088 -0.330 0.690

E_HOMO (alpha / beta) in eV: -15.0888 / -15.0840
Net charge: +3
2S+1: 2
M in g/mol: 1016.15
E_tot in eV: -405171.26238
Lowest unoccupied orbital energy (alpha / beta) in eV: -8.838 / -11.466
Maximum force in Eh/bohr: 0.039
Frontier orbital gap (alpha / beta) in eV: 6.25 / 3.62
⟨S²⟩: 0.79

[3]
Here is a cluster of 3 separate species, C34H51BF2N3O5 in total from the Open Molecules 2025 dataset. Energies are from the ωB97M-V functional and the def2-TZVPD basis.

Each line ends with the Löwdin charge.
Atoms and positions in Å:
C1 -3.202 0.158 3.908  -0.115
O1 -3.564 1.465 3.516  -0.178
C2 -2.499 2.378 3.418  -0.221
C3 -2.302 3.236 4.719  -0.157
C4 -0.844 3.187 5.220  -0.215
C5 -0.508 1.904 5.998  -0.195
C6 0.992 1.524 5.869  -0.195
C7 1.224 0.412 4.826  -0.217
C8 1.618 0.940 3.446  -0.205
C9 1.690 -0.253 2.443  -0.196
C10 0.446 -0.243 1.537  -0.173
C11 0.684 0.429 0.169  -0.159
N1 0.109 -0.314 -0.956  -0.085
C12 1.053 -0.427 -2.055  -0.177
C13 2.117 -1.548 -1.874  -0.158
C14 1.896 -2.504 -0.706  -0.164
C15 0.596 -3.295 -0.740  -0.125
N2 0.453 -4.130 -1.930  -0.084
C16 -0.059 -3.819 -3.140  -0.117
C17 -0.027 -4.912 -3.936  -0.104
C18 0.533 -5.958 -3.158  -0.119
C19 0.812 -5.437 -1.946  -0.129
C20 -1.210 0.195 -1.367  -0.242
C21 -1.187 1.373 -2.361  -0.224
N3 -0.433 2.547 -1.876  0.019
B1 -2.069 -0.975 -2.062  -0.604
O2 -2.528 -2.079 -1.400  0.175
O3 -2.341 -0.905 -3.446  0.101
C22 -2.070 0.670 -0.134  -0.625
O4 -2.362 -0.202 0.731  -0.025
O5 -2.430 1.872 -0.103  -0.035
H1 -3.626 -0.533 3.178  0.080
H2 -3.658 -0.075 4.877  0.077
H3 -2.125 -0.003 3.922  0.065
H4 -1.542 1.902 3.185  0.097
H5 -2.725 3.019 2.569  0.115
H6 -2.986 2.805 5.448  0.109
H7 -2.548 4.257 4.431  0.095
H8 -0.197 3.251 4.345  0.096
H9 -0.680 4.067 5.843  0.101
H10 -1.153 1.068 5.745  0.091
H11 -0.644 2.138 7.057  0.099
H12 1.567 2.391 5.545  0.102
H13 1.342 1.141 6.827  0.094
H14 2.006 -0.294 5.113  0.103
H15 0.324 -0.187 4.669  0.102
H16 0.878 1.639 3.062  0.093
H17 2.599 1.422 3.465  0.105
H18 2.613 -0.199 1.862  0.084
H19 1.703 -1.185 3.012  0.098
H20 0.145 -1.265 1.317  0.100
H21 -0.399 0.215 2.044  0.080
H22 0.403 1.483 0.182  0.113
H23 1.771 0.418 0.031  0.105
H24 1.601 0.524 -2.123  0.112
H25 0.580 -0.553 -3.029  0.110
H26 2.244 -2.092 -2.810  0.100
H27 3.081 -1.062 -1.703  0.076
H28 2.028 -2.015 0.254  0.090
H29 2.705 -3.244 -0.755  0.110
H30 -0.294 -2.683 -0.628  0.105
H31 0.603 -3.974 0.112  0.122
H32 -0.448 -2.851 -3.415  0.114
H33 -0.390 -4.975 -4.945  0.086
H34 0.673 -6.971 -3.488  0.081
H35 1.225 -5.986 -1.120  0.113
H36 -2.228 1.645 -2.546  0.103
H37 -0.790 1.098 -3.340  0.099
H38 -1.109 3.227 -1.549  0.056
H39 0.074 2.994 -2.632  0.050
H40 -2.613 -2.795 -2.041  0.103
H41 -3.279 -0.694 -3.545  0.067
F1 -4.982 -0.170 -4.160  0.059
C23 -5.058 0.510 -5.324  -0.268
C24 -4.303 1.655 -5.474  0.002
C25 -4.378 2.350 -6.671  -0.078
C26 -5.208 1.900 -7.690  -0.103
C27 -5.961 0.747 -7.514  -0.091
C28 -5.885 0.040 -6.323  -0.016
H42 -3.668 1.990 -4.664  0.119
H43 -3.788 3.246 -6.809  0.105
H44 -5.266 2.448 -8.622  0.097
H45 -6.611 0.397 -8.305  0.101
H46 -6.457 -0.865 -6.167  0.117
F2 4.860 -0.416 -0.451  0.059
C29 5.775 -0.066 0.468  -0.285
C30 6.444 1.133 0.330  -0.015
C31 7.383 1.492 1.286  -0.089
C32 7.646 0.648 2.357  -0.105
C33 6.964 -0.555 2.475  -0.086
C34 6.017 -0.917 1.528  -0.015
H47 6.228 1.773 -0.515  0.118
H48 7.910 2.433 1.195  0.101
H49 8.381 0.930 3.099  0.097
H50 7.170 -1.215 3.308  0.102
H51 5.468 -1.846 1.607  0.119

Cartesian forces (eV/Å) of the 3 atoms listed first:
-0.726 -0.206 -0.274
0.348 -0.057 0.097
0.141 0.565 0.420

E_HOMO in eV: -4.4726
Net charge: -1
2S+1: 1
M in g/mol: 630.61
E_tot in eV: -56906.99398
Lowest unoccupied orbital energy in eV: 2.416
Maximum force in Eh/bohr: 0.034
Frontier orbital gap in eV: 6.89

[4]
Here is a cluster of 14 separate species, C34H51BrCl39F3N2O5S in total from the Open Molecules 2025 dataset. Energies are from the ωB97M-V functional and the def2-TZVPD basis.

Each line ends with the Löwdin charge.
Atoms and positions in Å:
C1 -0.459 -4.873 -4.368  -0.096
C2 0.399 -3.650 -4.068  -0.272
O1 -0.312 -2.580 -3.481  -0.132
C3 -0.797 -2.926 -2.205  -0.191
C4 -0.995 -1.671 -1.339  -0.140
O2 -0.285 -1.879 -0.132  -0.067
C5 -0.854 -1.441 1.061  -0.347
O3 -1.199 -2.560 1.848  -0.130
C6 -2.209 -3.355 1.297  -0.486
S1 -3.941 -2.725 1.402  0.716
C7 0.128 -0.510 1.871  -0.306
C8 1.036 -1.456 2.677  -0.092
C9 1.843 -2.415 1.803  -0.044
C10 2.727 -3.351 2.606  -0.601
F1 3.886 -3.613 1.986  0.126
F2 3.013 -2.917 3.842  0.141
F3 2.109 -4.550 2.767  0.070
C11 -0.658 0.370 2.886  -0.173
C12 -1.937 -0.222 3.498  -0.650
C13 -1.723 -1.091 4.736  -0.136
Br1 -3.054 1.343 4.074  0.653
N1 0.872 0.290 0.904  -0.048
C14 2.205 0.720 1.242  -0.158
C15 3.034 1.124 0.014  -0.120
O4 3.658 -0.004 -0.616  0.024
C16 3.000 -0.492 -1.686  -0.481
O5 1.945 -0.070 -2.081  0.107
C17 3.718 -1.644 -2.352  -0.117
C18 3.622 -2.883 -1.442  -0.066
C19 0.116 1.246 0.107  -0.138
C20 0.323 2.721 0.420  -0.379
C21 0.526 3.662 -0.762  -0.023
N2 0.338 3.147 1.612  0.159
H1 -1.435 -4.583 -4.757  0.086
H2 0.018 -5.565 -5.053  0.018
H3 -0.662 -5.432 -3.452  0.066
H4 1.236 -3.944 -3.424  0.107
H5 0.825 -3.283 -5.000  0.120
H6 -0.107 -3.588 -1.672  0.128
H7 -1.749 -3.466 -2.290  0.124
H8 -2.063 -1.527 -1.167  0.105
H9 -0.582 -0.834 -1.903  0.118
H10 -1.766 -0.868 0.902  0.047
H11 -2.005 -3.644 0.267  0.070
H12 -2.234 -4.264 1.890  0.089
H13 -3.910 -1.394 1.206  -0.222
H14 1.742 -0.835 3.234  0.123
H15 0.477 -2.007 3.424  0.121
H16 1.172 -3.070 1.254  0.126
H17 2.447 -1.905 1.061  0.101
H18 0.015 0.551 3.725  0.081
H19 -0.877 1.351 2.477  0.055
H20 -2.585 -0.725 2.798  0.014
H21 -2.548 -1.008 5.435  0.041
H22 -1.664 -2.134 4.419  0.079
H23 -0.784 -0.838 5.222  0.060
H24 2.243 1.576 1.931  0.063
H25 2.800 -0.055 1.714  0.115
H26 2.477 1.717 -0.704  0.110
H27 3.845 1.750 0.383  0.104
H28 4.759 -1.365 -2.498  0.120
H29 3.220 -1.833 -3.295  0.111
H30 4.252 -3.692 -1.799  0.077
H31 2.583 -3.204 -1.375  0.070
H32 3.936 -2.619 -0.435  0.058
H33 -0.962 1.093 0.150  0.061
H34 0.382 1.091 -0.939  0.090
H35 0.589 3.130 -1.707  0.051
H36 -0.330 4.334 -0.822  0.081
H37 1.423 4.259 -0.609  0.083
H38 0.486 4.154 1.633  0.026
C22 -1.581 3.585 -5.111  -1.541
Cl1 -0.421 4.540 -6.035  0.530
Cl2 -0.802 2.182 -4.379  0.536
Cl3 -2.378 4.589 -3.895  0.482
H39 -2.340 3.226 -5.793  0.015
C23 1.798 -8.443 -5.734  -1.531
Cl4 0.333 -8.196 -4.788  0.558
Cl5 1.439 -8.421 -7.463  0.543
Cl6 3.010 -7.224 -5.336  0.525
H40 2.202 -9.415 -5.487  0.015
C24 -6.659 -0.502 4.012  -1.553
Cl7 -5.932 -1.305 5.404  0.523
Cl8 -6.926 -1.654 2.700  0.502
Cl9 -8.165 0.299 4.462  0.527
H41 -5.964 0.252 3.664  -0.028
C25 -4.498 0.737 -1.126  -1.499
Cl10 -3.361 0.727 0.233  0.637
Cl11 -6.156 0.694 -0.536  0.556
Cl12 -4.203 2.134 -2.152  0.539
H42 -4.323 -0.154 -1.717  0.018
C26 -0.729 -10.858 -9.491  -1.572
Cl13 0.244 -12.179 -10.139  0.523
Cl14 -1.933 -10.328 -10.666  0.526
Cl15 -1.494 -11.327 -7.974  0.518
H43 -0.070 -10.026 -9.287  -0.042
C27 3.520 5.107 3.549  -1.524
Cl16 5.010 6.039 3.670  0.515
Cl17 2.213 6.123 2.936  0.525
Cl18 3.744 3.681 2.532  0.580
H44 3.249 4.772 4.541  0.015
C28 3.078 9.067 6.019  -1.534
Cl19 3.514 9.713 4.433  0.537
Cl20 1.424 8.458 6.006  0.529
Cl21 4.210 7.802 6.490  0.518
H45 3.138 9.869 6.742  0.013
C29 0.146 1.619 7.902  -1.548
Cl22 -1.256 0.613 8.263  0.537
Cl23 0.207 2.020 6.184  0.540
Cl24 0.138 3.084 8.886  0.525
H46 1.037 1.056 8.147  0.010
C30 4.102 10.192 0.797  -1.570
Cl25 2.928 9.129 0.023  0.520
Cl26 5.740 9.568 0.605  0.525
Cl27 3.975 11.836 0.171  0.528
H47 3.879 10.218 1.854  -0.062
C31 3.424 -7.062 5.154  -1.566
Cl28 1.870 -7.408 5.914  0.529
Cl29 4.557 -6.378 6.320  0.529
Cl30 4.091 -8.513 4.404  0.502
H48 3.258 -6.327 4.376  -0.030
C32 -4.759 8.209 -5.292  -1.548
Cl31 -6.025 7.264 -6.079  0.523
Cl32 -3.194 7.411 -5.455  0.505
Cl33 -4.708 9.848 -5.941  0.510
H49 -4.995 8.273 -4.239  0.013
C33 -7.373 12.905 -4.468  -1.559
Cl34 -8.625 13.804 -3.611  0.524
Cl35 -6.275 12.122 -3.329  0.509
Cl36 -8.089 11.723 -5.565  0.515
H50 -6.800 13.607 -5.058  0.011
C34 2.855 -8.354 0.283  -1.541
Cl37 1.460 -9.351 0.699  0.531
Cl38 2.671 -7.663 -1.333  0.508
Cl39 3.099 -7.087 1.483  0.554
H51 3.731 -8.989 0.278  0.013

Cartesian forces (eV/Å) of the 3 atoms listed first:
-0.345 0.037 0.594
0.077 -0.349 -0.565
0.147 -0.118 0.165

E_HOMO in eV: -8.3859
2S+1: 1
M in g/mol: 2119.42
E_tot in eV: -626706.36124
Lowest unoccupied orbital energy in eV: 0.208
Maximum force in Eh/bohr: 0.023
Frontier orbital gap in eV: 8.59